Entry 1:
50
Properties=species:S:1:pos:R:3:forces:R:3 method="wB97M-V/def2-TZVPD" charge=0 homo_ev=-7.739 homo_lumo_gap_ha=0.28515 de_lowest_kcal_mol=0.00 max_force_ev_per_a=0.881
O 1.21461 0.43584 3.02280 -0.243 -0.099 0.018
C 2.02299 1.23905 3.41582 0.063 0.048 0.073
O 3.13106 0.88696 4.06105 0.354 0.163 0.322
H 3.21800 -0.08221 4.11106 -0.165 0.029 -0.173
C 1.92301 2.73729 3.26120 -0.222 -0.015 0.023
C 0.62013 3.22400 2.62073 0.244 -0.164 -0.132
H 0.47246 4.26821 2.89913 -0.013 -0.029 -0.002
H -0.21576 2.64577 3.01806 -0.065 0.086 0.040
C 0.60944 3.13888 1.09688 -0.174 0.275 -0.102
N 0.42636 1.78097 0.63287 0.023 -0.072 0.128
C -0.13851 1.51198 -0.55530 0.162 0.064 0.124
O -0.53906 2.37583 -1.32429 -0.070 0.074 -0.119
C -0.32242 0.05997 -0.88187 0.241 -0.665 0.086
C 0.44400 -0.95953 -0.43827 -0.636 0.084 -0.372
C 1.67094 -0.81239 0.28832 0.678 -0.342 0.448
C 2.19357 -1.77290 1.06850 -0.500 0.363 -0.535
C 3.40029 -1.61867 1.85725 0.448 0.048 0.262
C 4.41727 -0.72461 1.50945 -0.091 -0.142 -0.022
C 5.53143 -0.57268 2.31191 0.070 0.027 0.030
C 5.65590 -1.30100 3.48486 0.056 0.017 0.030
C 4.65961 -2.19730 3.84170 0.106 -0.018 0.110
C 3.54992 -2.36179 3.03301 -0.095 0.070 -0.184
H 2.77772 -3.06438 3.31201 -0.083 -0.060 0.023
H 4.75476 -2.77734 4.74844 0.001 -0.042 0.066
H 6.52717 -1.17992 4.11034 0.074 0.013 0.057
H 6.31238 0.11431 2.02077 0.054 0.065 -0.023
H 4.34225 -0.16461 0.58947 -0.008 0.047 -0.102
H 1.64552 -2.69503 1.20851 -0.108 -0.116 -0.032
H 2.18845 0.13262 0.19180 0.104 0.038 0.102
H 0.12948 -1.96716 -0.67002 -0.059 0.029 -0.065
N -1.41985 -0.08412 -1.72143 -0.010 0.414 -0.106
C -1.96306 -1.21606 -2.23903 0.001 0.211 0.028
O -1.55619 -2.34032 -2.02727 0.074 -0.139 -0.005
C -3.11680 -0.96266 -3.16278 -0.212 -0.063 -0.055
C -4.18426 -0.11358 -2.87977 0.084 -0.145 -0.166
C -5.22373 0.04294 -3.78363 -0.018 0.047 -0.001
C -5.20581 -0.64732 -4.98231 0.010 0.011 0.059
C -4.16196 -1.51108 -5.27081 0.034 -0.023 -0.016
C -3.13430 -1.67111 -4.36161 0.014 0.060 0.075
H -2.31921 -2.35046 -4.55999 0.064 -0.067 -0.003
H -4.15259 -2.06165 -6.19881 0.011 -0.045 -0.080
H -6.01518 -0.51654 -5.68432 -0.075 0.016 -0.052
H -6.04277 0.70183 -3.54106 -0.055 0.051 0.051
Cl -4.28405 0.73368 -1.36934 -0.226 0.133 0.122
H -1.79289 0.81957 -2.00577 0.043 -0.276 -0.010
H 0.57812 1.03949 1.30565 -0.090 -0.010 -0.045
H -0.20742 3.74214 0.68581 0.158 -0.050 0.055
H 1.54782 3.54132 0.69232 -0.110 0.079 0.037
H 2.78745 3.06487 2.67898 0.064 0.038 0.058
H 2.03648 3.16223 4.26093 0.095 -0.017 -0.022



Entry 2:
52
Properties=species:S:1:pos:R:3:forces:R:3 method="wB97M-V/def2-TZVPD" charge=0 homo_ev=-8.549 homo_lumo_gap_ha=0.33188 de_lowest_kcal_mol=5.86 smiles="CCCCc1nc(Cl)c(C(=O)O)n1Cc1ccc(-c2ccccc2-c2nn[nH]n2)cc1" max_force_ev_per_a=1.256
C -0.39106 -3.49231 1.50736 0.166 -0.080 0.188
C 1.06101 -3.55686 1.96400 -0.027 0.034 -0.225
C 2.01651 -2.82438 1.02428 -0.052 0.078 0.295
H 1.90479 -3.20205 0.00918 0.070 -0.065 -0.064
H 3.04513 -3.01507 1.33482 0.046 -0.032 -0.086
C 1.77890 -1.31443 1.01224 -0.065 -0.318 -0.040
C 2.82335 -0.60943 0.23026 0.129 0.202 -0.007
N 3.58831 -1.19066 -0.67319 0.076 -0.276 -0.171
C 4.38066 -0.22630 -1.16378 -0.456 0.784 0.617
C 4.11454 0.99584 -0.54901 0.239 -0.636 -0.436
N 3.10392 0.70823 0.35640 0.237 -0.221 -0.108
C 2.38335 1.62038 1.21558 -0.287 0.345 0.351
C 0.92714 1.67363 0.82846 -0.092 0.034 0.079
C 0.57779 1.81755 -0.50907 -0.036 0.011 0.047
C -0.74572 1.76890 -0.89288 -0.015 0.188 0.131
C -1.74789 1.58343 0.05521 0.245 0.325 0.210
C -1.40319 1.50931 1.39775 -0.122 0.065 -0.175
C -0.07450 1.54358 1.77866 0.184 0.082 -0.061
H 0.18524 1.45070 2.82356 0.051 -0.056 0.119
H -2.17735 1.38161 2.13979 -0.083 -0.047 0.076
C -3.14814 1.43686 -0.37853 -0.182 -0.168 -0.169
C -4.11456 2.35955 -0.00086 -0.016 -0.028 0.012
C -5.41565 2.24806 -0.45841 -0.040 0.005 0.014
C -5.76784 1.20976 -1.30632 -0.054 0.019 -0.027
C -4.82334 0.27226 -1.67722 0.098 0.022 0.034
C -3.51538 0.37154 -1.21054 -0.408 0.427 0.143
C -2.55832 -0.66129 -1.56128 0.373 -0.848 -0.645
N -2.63729 -1.42589 -2.64572 -0.357 0.278 -0.149
N -1.58696 -2.20975 -2.51694 -0.335 0.413 0.207
N -0.89534 -1.96822 -1.42817 0.875 -0.866 -0.248
N -1.47992 -1.00992 -0.81636 -0.229 0.151 0.399
H -1.34368 -2.91705 -3.19507 0.055 0.074 0.145
H -5.08395 -0.55163 -2.32387 -0.052 -0.075 -0.040
H -6.78038 1.12807 -1.67173 -0.081 -0.014 -0.026
H -6.15510 2.97563 -0.15830 -0.055 0.061 0.018
H -3.83226 3.17844 0.64485 0.036 0.075 0.039
H -1.01142 1.86266 -1.93625 -0.025 -0.018 -0.104
H 1.35006 1.94380 -1.25413 0.097 -0.015 -0.105
H 2.48553 1.28847 2.25447 -0.002 0.076 -0.104
H 2.83869 2.60693 1.12305 -0.064 -0.264 0.106
C 4.78619 2.24818 -0.81546 0.496 0.525 -0.341
O 5.61598 2.40112 -1.67904 -0.119 -0.051 0.118
O 4.42783 3.28316 -0.01209 -0.215 0.076 0.290
H 4.94338 4.06205 -0.27298 0.039 -0.243 -0.160
Cl 5.52880 -0.54624 -2.35677 0.302 -0.189 -0.340
H 1.76953 -0.93051 2.03582 -0.086 0.039 0.037
H 0.80343 -1.10116 0.56638 -0.035 0.102 0.112
H 1.14524 -3.13585 2.96918 0.061 -0.047 0.081
H 1.36780 -4.60363 2.02096 0.039 0.004 0.084
H -1.02125 -4.08729 2.16526 -0.123 -0.024 0.030
H -0.76015 -2.47054 1.51071 -0.127 0.115 -0.040
H -0.48249 -3.87919 0.49571 -0.071 -0.028 -0.112



Entry 3:
48
Properties=species:S:1:pos:R:3:forces:R:3 method="wB97M-V/def2-TZVPD" charge=+1 homo_ev=-11.194 homo_lumo_gap_ha=0.19418 de_lowest_kcal_mol=0.19 max_force_ev_per_a=1.390
C 0.57215 -7.18551 -1.35517 -0.345 -0.535 0.225
C 0.50932 -5.70752 -1.24426 0.037 0.282 0.246
C 1.09871 -4.89563 -2.21343 0.739 0.308 -0.932
F 1.75286 -5.51486 -3.24890 -0.824 0.649 0.913
C 1.08991 -3.51599 -2.16698 0.155 -0.219 0.331
C 0.55901 -2.87219 -1.00739 -0.323 -0.836 -0.122
C 0.63915 -1.49567 -0.72760 0.025 -0.191 -0.312
C 1.39854 -0.50826 -1.38401 0.574 0.814 -0.204
C 2.48910 -0.75741 -2.27071 -0.254 0.260 -0.141
C 3.06369 0.30800 -2.93422 0.453 -0.917 -0.595
F 4.01627 0.05088 -3.88819 -0.801 0.241 1.099
C 2.71292 1.63934 -2.71250 -0.310 -0.135 0.133
C 3.39781 2.73178 -3.44679 0.126 0.656 0.056
C 1.69441 1.88852 -1.77707 0.050 0.072 -0.134
C 1.04791 0.85258 -1.13883 -0.162 -0.342 0.191
C -0.10509 -3.69400 -0.04869 0.154 0.382 0.060
C -0.12758 -5.06559 -0.16865 0.030 -0.158 -0.003
H -0.05587 -7.61973 -0.57284 0.103 -0.067 -0.170
H 0.21123 -7.53724 -2.32848 0.132 0.129 0.131
H 1.58800 -7.57861 -1.21889 -0.121 0.261 -0.116
H 1.49778 -2.93672 -2.98811 -0.132 -0.331 0.067
H 0.02210 -1.14604 0.09946 -0.051 0.050 -0.043
H 2.85870 -1.76433 -2.42916 0.136 0.338 -0.011
H 3.07408 3.68886 -3.02941 0.132 -0.068 -0.140
H 4.48783 2.66216 -3.35170 -0.212 -0.083 -0.053
H 3.16156 2.73995 -4.51868 0.020 -0.210 0.222
H 1.40881 2.92328 -1.57690 0.067 -0.343 -0.076
H 0.21786 1.04986 -0.45793 0.240 0.003 -0.130
H -0.55937 -3.20570 0.81404 0.064 -0.181 -0.197
H -0.62048 -5.67841 0.58876 0.153 0.219 -0.240
C -2.98266 6.03927 3.16202 0.056 -0.380 -0.103
C -3.93596 5.18557 3.73805 0.313 -0.076 -0.265
C -3.78037 3.79957 3.64394 0.178 0.214 -0.008
C -2.65194 3.25790 3.00392 -0.058 0.069 -0.081
C -2.54210 1.75986 2.88926 -0.530 0.069 0.285
N -1.27697 1.20503 2.88331 -0.536 0.298 -0.191
N -1.25747 -0.09387 2.31338 0.695 -0.732 -0.389
O -3.53280 1.03471 2.84632 0.802 0.438 0.001
C -1.71149 4.11083 2.41160 -0.244 0.208 0.306
C -1.87542 5.49894 2.49623 -0.183 -0.185 0.036
H -3.11417 7.12270 3.20253 0.051 -0.367 0.048
H -4.80878 5.60652 4.24020 0.277 -0.167 -0.144
H -4.53591 3.13611 4.06798 0.313 0.117 -0.159
H -0.47342 1.76541 2.62415 -0.405 0.012 0.034
H -0.46756 -0.59750 2.72310 -0.575 0.085 0.270
H -2.14632 -0.53941 2.57424 0.412 0.308 0.006
H -0.86171 3.69774 1.86294 -0.214 0.184 0.148
H -1.14628 6.15485 2.02004 -0.209 -0.142 0.155